[1]
Molecular formula: C12H38O7
Method: DFT, wB97M-V/def2-TZVPD

CARTESIAN COORDINATES (ANGSTROEM)
O -0.5422 1.0727 0.0629
O 1.5343 2.2703 1.8293
O -2.1697 3.2612 -1.0143
O -3.1153 0.4364 0.9854
O 1.6682 0.3410 4.0117
O 0.9142 -0.0788 -2.1841
O -0.0361 -3.9582 -2.1764
C -1.1350 -3.2184 -1.6445
C 0.4175 -0.3181 4.1789
C 2.2740 -0.4002 -1.8624
C -0.7710 0.7123 3.9706
C 0.3510 -1.4218 3.1602
C -0.7604 -2.7989 -0.2203
C -0.5109 3.2316 -2.7683
C -1.2271 4.0135 -1.7616
C -2.3578 -4.0280 -1.7655
C -0.3794 4.6392 -0.7406
C 2.4405 -0.4010 -0.3340
C 2.5151 -1.7674 -2.4523
H 2.8021 0.3929 -2.3917
H 2.2281 -1.7767 -3.5038
H -1.5462 -2.2943 0.3419
H 0.3649 3.9304 -0.3777
H -1.2241 -2.3632 -2.3143
H -0.7201 1.5978 4.6042
H -1.6504 2.5498 -0.6324
H -0.4617 -3.7334 0.2548
H 0.0180 1.3142 0.8005
H 2.3512 2.7616 1.9157
H 1.5084 -0.4400 0.2298
H -2.1861 0.6548 0.9141
H -0.8138 1.0795 2.9452
H 1.5387 1.6651 2.5709
H -1.6842 0.1563 4.1833
H -2.4146 -4.9711 -1.2220
H 2.9263 0.5336 -0.0538
H 0.3858 -0.7665 5.1718
H 0.3255 -1.0637 2.1310
H -1.2099 2.7258 -3.4343
H -3.1260 -0.4592 1.3232
H -0.9342 4.9166 0.1557
H 0.0239 -2.0424 -0.2437
H 2.3191 -0.1982 4.4669
H 3.5716 -2.0354 -2.4663
H -1.7025 4.8254 -2.3119
H 0.0825 3.8541 -3.4380
H 0.1351 5.5124 -1.1419
H -0.5780 -1.9845 3.2508
H -0.4092 -4.6461 -2.7323
H 0.0141 2.3755 -2.3447
H 0.5375 -0.9150 -2.4676
H -3.2280 -3.5144 -1.3568
H 3.0028 -1.2773 -0.0113
H -2.7132 -4.1402 -2.7898
H 2.0847 -2.5713 -1.8552
H 1.2030 -2.1006 3.1976
H 0.0686 0.8604 -0.6429

Forces on the atoms, in the same order (eV/Å):
O -0.522 0.035 0.433
O -0.284 0.137 -0.414
O -0.796 -0.133 -0.998
O -0.578 -0.058 0.245
O 0.137 0.522 0.308
O -0.648 0.210 0.059
O 0.535 -0.295 0.127
C 0.775 0.551 -0.080
C -1.002 0.898 -0.702
C -0.986 -0.479 0.217
C 1.072 -1.056 0.334
C -0.611 -0.552 -0.725
C -0.133 0.012 -0.552
C 0.158 -1.580 -1.434
C -1.265 0.827 0.730
C -2.582 -0.056 0.317
C 1.779 0.880 0.982
C 0.592 0.437 -0.236
C 1.439 -0.221 -0.218
H 0.671 -0.183 0.387
H -0.360 -0.238 0.068
H -0.388 -0.328 -0.204
H 0.278 -0.103 -0.035
H -0.342 0.479 0.225
H 0.170 -0.240 0.226
H -0.024 -0.507 0.326
H 0.220 0.287 0.435
H 0.468 0.499 0.255
H 0.128 0.173 -0.080
H -0.146 -0.003 -0.433
H 0.432 0.086 -0.403
H 0.067 -0.215 -0.078
H 0.194 -0.428 0.609
H -0.132 0.216 -0.064
H 0.692 -0.222 -0.165
H 0.182 -0.210 0.395
H -0.217 0.217 0.225
H 0.100 0.465 -0.002
H -0.406 0.167 -0.082
H -0.075 -0.190 0.086
H -0.252 0.245 -0.293
H 0.388 -0.414 -0.013
H 0.276 0.129 -0.124
H 0.287 0.256 0.075
H -0.850 -0.073 0.182
H 0.466 -0.065 0.312
H 0.245 0.109 0.146
H 0.029 -0.261 0.248
H 0.147 -0.070 -0.100
H 0.650 0.317 0.094
H -0.528 0.079 -0.036
H 0.057 0.502 0.315
H 0.349 0.210 0.045
H 0.545 -0.425 -0.284
H -0.605 0.152 -0.229
H -0.022 -0.089 0.326
H 0.226 -0.402 -0.746

The total energy is -27392.202 eV. As for the spin multiplicity: 1. Its SMILES is CC(C)O.CC(C)O.CC(C)O.CC(C)O.O.O.O. As for the orbital gap: 9.600 eV. As for the relative energy (zero: lowest compared OMol25 entry of this formula, charge and spin): 0.996 eV.

These are the Löwdin partial charges, in e, on atoms 1 to 8: number 1, O, carries -0.05; number 2, O, carries -0.04; number 3, O, carries -0.04; number 4, O, carries -0.05; number 5, O, carries -0.07; number 6, O, carries -0.08; number 7, O, carries -0.06; number 8, C, carries -0.50


[2]
Molecular formula: C16H30FeO16
Method: DFT, wB97M-V/def2-TZVPD

CARTESIAN COORDINATES (ANGSTROEM)
Fe 2.0845 -19.6774 -3.5303
O 2.9302 -17.3859 -10.1868
O 1.3485 -18.9353 -9.9648
O 4.5278 -14.8782 -6.9919
O 1.1098 -13.3809 -4.2512
O -0.3924 -20.5559 0.0289
O -0.5444 -14.6732 -3.9733
O 0.3134 -20.2961 -2.2355
O -1.5590 -21.5266 -1.6519
O 4.0377 -18.9498 -2.9667
O 2.4453 -18.5577 -5.2548
O 0.7907 -16.7038 -9.8534
O 2.2560 -18.3073 -2.0247
O 5.5121 -13.3483 -8.3778
O -0.3635 -13.5558 -6.0580
O 0.4601 -18.8915 -4.6575
O 5.0626 -12.7342 -6.2388
C 0.6740 -17.3060 -6.4476
C -0.4308 -20.7874 -1.3653
C 1.7151 -12.2183 -4.7401
C 1.5930 -17.6158 -9.9401
C -1.7766 -22.3339 -2.8498
C 0.6692 -19.8645 0.5826
C 6.2864 -12.2563 -8.7290
C 4.9615 -13.5408 -7.1452
C 3.3332 -16.0688 -10.4524
C 0.0198 -13.8752 -4.8980
C 3.4715 -18.0684 -2.1923
C -1.7455 -15.3749 -4.1984
C 4.1900 -16.8362 -1.7138
C 2.3643 -20.0128 -10.0467
C 4.2230 -15.3354 -5.6930
C 1.2423 -18.3365 -5.4286
H 5.7856 -11.2898 -8.6722
H 4.3068 -16.4212 -5.6461
H -1.1424 -23.2181 -2.9135
H 3.2061 -15.0446 -5.4298
H 3.3895 -15.5487 -9.4961
H 0.2791 -19.2455 1.3905
H 2.7067 -12.0858 -4.3074
H 1.8329 -12.2219 -5.8237
H 1.1150 -19.1787 -0.1378
H -0.1456 -16.7395 -6.0056
H -2.0013 -15.4769 -5.2531
H -1.6121 -21.8267 -3.8005
H 2.7496 -15.5265 -11.1963
H 4.8806 -15.0564 -4.8696
H 4.3746 -16.0409 -10.7730
H 0.1794 -17.8240 -7.2692
H -1.6462 -16.3684 -3.7614
H 3.6876 -15.8786 -1.8504
H 1.4918 -16.7145 -6.8591
H 1.9353 -20.9969 -10.2355
H 1.4105 -20.5772 0.9439
H 3.1657 -20.0558 -9.3091
H 1.1274 -11.3582 -4.4195
H 6.6768 -12.3076 -9.7454
H 4.3745 -16.9426 -0.6448
H 7.1503 -12.2085 -8.0661
H -2.5657 -14.9071 -3.6539
H -2.8390 -22.5550 -2.7483
H 2.9253 -19.7985 -10.9563
H 5.0621 -16.6784 -2.3484

Forces on the atoms, in the same order (eV/Å):
Fe 0.327 -0.432 -0.063
O -0.891 -1.387 -0.172
O -0.442 -0.704 1.134
O 1.248 2.530 -1.574
O -0.669 -1.166 -0.260
O -1.844 -1.837 -3.909
O 0.598 0.352 -0.684
O -1.676 -1.379 2.637
O 1.952 0.649 1.015
O 0.106 1.781 1.117
O 2.622 0.086 -0.025
O 0.715 -2.131 0.208
O -1.984 0.835 0.720
O -2.274 -2.640 0.222
O 1.193 -1.537 4.284
O -1.843 -1.192 1.924
O -0.788 -1.080 -1.211
C 0.644 -1.253 0.250
C -0.391 0.785 -0.621
C 0.385 1.148 -0.606
C 1.377 1.253 -1.192
C 0.111 0.687 -0.101
C 1.289 1.170 0.040
C 1.130 1.776 0.729
C 1.868 -0.304 1.394
C 0.756 1.254 0.831
C -0.747 1.624 -2.152
C 1.362 -1.559 -2.814
C -0.751 -0.573 -0.220
C 0.097 0.071 -0.242
C 0.925 1.354 -1.725
C -0.581 -0.358 1.218
C -1.603 2.511 -1.786
H -0.391 -0.126 0.269
H -0.288 -0.069 -0.771
H -0.094 -0.032 0.658
H -0.028 -0.007 0.078
H -0.490 0.446 -0.097
H -0.027 -0.282 0.125
H -0.086 -0.504 0.139
H -0.205 -0.053 0.016
H 0.168 -0.132 -0.070
H 0.467 0.188 0.265
H 0.108 0.222 0.001
H 0.043 0.629 0.293
H -0.358 -0.276 0.228
H 0.324 0.880 -0.426
H -0.049 -0.699 -0.261
H 0.234 -0.255 -0.118
H 0.307 -0.014 -0.114
H -0.927 -0.413 0.080
H -0.272 0.208 0.109
H -0.770 0.486 0.580
H 0.069 0.145 0.103
H -0.754 0.395 0.728
H -0.129 0.096 -0.235
H -0.406 -0.773 -0.006
H 0.472 0.052 -0.102
H 0.077 0.113 0.088
H 0.064 0.340 -0.170
H 0.274 -0.328 -0.141
H 0.003 0.021 -0.183
H 0.446 -0.591 0.569

The total energy is -84221.483 eV. As for the spin multiplicity: 7. As for the orbital gap (spin up / spin down): 5.862 / 8.985 eV.

These are the Löwdin partial charges, in e, on atoms 1 to 8: number 1, Fe, carries 1.14; number 2, O, carries -0.04; number 3, O, carries -0.01; number 4, O, carries -0.03; number 5, O, carries -0.03; number 6, O, carries -0.02; number 7, O, carries -0.01; number 8, O, carries -0.05


[3]
Molecular formula: C5H13NO3
Method: DFT, wB97M-V/def2-TZVPD

CARTESIAN COORDINATES (ANGSTROEM)
O -0.9250 -1.3770 -0.7385
O -3.0912 -0.3235 0.6175
O 0.6505 0.8217 -1.1324
N -2.1861 1.2587 -0.8133
C 1.7467 -0.7263 0.3882
C -1.9643 0.4907 0.3875
C 3.0930 -0.0269 0.2544
C 0.5836 0.2448 0.1489
C -0.7607 -0.4808 0.3402
H 3.1636 0.4673 -0.7114
H -3.8738 0.2178 0.4624
H -0.7461 -1.0295 1.2936
H -1.8182 -1.7356 -0.6591
H 0.6456 1.0800 0.8553
H -1.4192 1.9048 -0.9615
H 1.6459 -1.1574 1.3851
H 3.2082 0.7251 1.0317
H -2.2045 0.6282 -1.6114
H 1.6698 -1.5353 -0.3415
H 0.5007 0.1016 -1.7603
H 3.9049 -0.7444 0.3417
H -1.8234 1.1961 1.2229

Forces on the atoms, in the same order (eV/Å):
O 0.021 -0.180 -0.154
O -0.144 -0.279 0.090
O 0.227 0.095 -0.463
N -0.274 0.102 -0.007
C -0.006 0.467 -0.104
C 0.522 0.096 0.019
C -0.162 -0.165 -0.018
C -0.244 -0.728 0.406
C -0.291 0.623 0.372
H 0.072 0.040 -0.049
H 0.038 0.026 -0.064
H 0.061 0.080 -0.070
H 0.024 -0.033 -0.043
H -0.027 -0.084 0.029
H -0.046 -0.049 -0.038
H -0.047 -0.097 0.019
H 0.082 0.106 0.078
H 0.091 0.081 0.076
H -0.060 -0.080 0.047
H -0.047 0.091 -0.013
H 0.136 0.004 0.017
H 0.071 -0.114 -0.131

The total energy is -13028.529 eV. As for the spin multiplicity: 1. Its SMILES is CC[C@@H](O)[C@H](O)[C@@H](N)O. As for the orbital gap: 10.139 eV. As for the relative energy (zero: lowest compared OMol25 entry of this formula, charge and spin): 0.702 eV.

These are the Löwdin partial charges, in e, on atoms 1 to 8: number 1, O, carries -0.01; number 2, O, carries -0.02; number 3, O, carries -0.03; number 4, N, carries 0.08; number 5, C, carries -0.20; number 6, C, carries -0.43; number 7, C, carries -0.10; number 8, C, carries -0.36


[4]
Molecular formula: C7H13IN2
Method: DFT, wB97M-V/def2-TZVPD

CARTESIAN COORDINATES (ANGSTROEM)
I 2.2561 4.6401 0.4983
N 2.7414 1.6983 1.1973
N 0.3660 0.5674 0.0778
C 1.9812 2.5222 0.4932
C -0.3317 -0.1545 -0.9579
C 2.5328 0.3250 1.1606
C -2.0319 -1.9171 -1.3568
C -0.2517 1.3963 1.1243
C 1.4787 -0.1674 0.4545
C -1.1040 -1.2883 -0.4725
H -0.8769 0.5980 -1.4484
H 3.4396 2.2134 1.7229
H -1.4587 1.4020 0.9699
H 1.6756 -1.1402 0.2211
H -1.6080 -2.8596 -1.8322
H -0.0421 1.2573 2.1758
H 3.2688 -0.4776 1.4785
H -2.3332 -1.4848 -2.3005
H 0.2817 -0.6277 -1.6796
H -2.7997 -2.6916 -0.7910
H -0.9017 -1.5296 0.4760
H -0.0700 2.4440 0.7743
H 1.4759 2.1791 -0.2673

Forces on the atoms, in the same order (eV/Å):
I -0.088 -1.579 0.149
N -1.339 2.184 -0.484
N 1.199 -2.642 0.643
C 5.018 3.455 3.708
C -1.264 0.875 2.401
C 0.231 -2.157 -0.840
C -1.080 -3.643 1.703
C -4.085 1.499 -2.814
C 1.648 3.302 2.280
C -1.850 1.139 -5.160
H -1.371 0.506 -1.361
H 0.295 -0.760 0.702
H 2.758 -0.394 0.498
H -0.575 -2.832 -0.993
H 0.661 0.281 0.650
H 0.508 -0.530 -0.081
H -0.478 1.941 -0.155
H -0.349 0.889 0.191
H 1.368 -0.148 -1.087
H 1.233 2.357 -1.156
H 0.405 -1.717 3.682
H -0.061 -0.329 1.041
H -2.783 -1.698 -3.519

As for the charge: +2. The total energy is -18527.673 eV. As for the spin multiplicity: 1. As for the orbital gap: 5.906 eV. As for the relative energy (zero: lowest compared OMol25 entry of this formula, charge and spin): 3.812 eV.

These are the Löwdin partial charges, in e, on atoms 1 to 8: number 1, I, carries 1.04; number 2, N, carries 0.05; number 3, N, carries -0.21; number 4, C, carries -0.54; number 5, C, carries -0.12; number 6, C, carries -0.03; number 7, C, carries 0.02; number 8, C, carries -0.02